# 1
84
Properties=species:S:1:pos:R:3:forces:R:3:lowdin_charge:R:1 method="wB97M-V/def2-TZVPD" total_charge=-1 gap_ha=0.227 mol_weight_g_mol=560.7
F -6.80978 1.10793 5.91769 2.205 0.746 -0.889 0.092
C -5.48114 1.29572 5.57066 2.158 -0.463 -0.138 -0.426
F -5.25563 0.87493 4.24078 -1.239 0.771 2.010 0.058
F -5.10852 2.64411 5.58085 -1.470 -1.950 0.064 0.073
C -4.46279 0.45118 6.47995 -1.419 -0.176 -0.463 -0.116
O -3.18875 0.58765 5.85984 -0.458 0.173 0.923 -0.170
C -2.11605 0.59845 6.82916 1.358 -0.179 0.140 -0.182
C -2.06054 1.89474 7.75096 -1.613 -0.247 -0.241 -0.100
C -2.20924 1.59374 9.31102 1.161 0.407 2.001 -0.398
C -3.57830 2.05071 10.05105 -1.120 0.577 0.697 -0.284
O -3.96063 1.21181 11.17279 1.061 -0.557 -2.054 -0.325
Al -3.50404 -0.46932 10.43317 0.971 1.838 0.755 0.231
O -1.89504 0.29100 9.80658 -1.535 -0.142 -1.386 -0.285
H -4.86665 -0.61929 6.44926 0.699 1.230 -0.013 0.146
H -4.50127 0.76283 7.56658 0.039 -0.060 -1.275 0.095
H -2.15634 -0.38125 7.39664 0.067 1.345 -0.163 0.125
H -1.14251 0.56803 6.23262 -1.410 -0.027 0.488 0.116
H -2.97131 2.52866 7.45969 1.160 -0.726 0.272 0.113
H -1.16385 2.55735 7.51798 -0.970 -1.158 0.392 0.109
H -1.39854 2.23747 9.77839 -0.881 -0.275 -0.417 0.121
H -4.51120 2.09870 9.40082 1.155 -0.005 -0.072 0.092
H -3.44789 3.10496 10.45083 0.029 -0.953 -0.539 0.106
H -3.23081 -1.59397 11.52507 0.001 -0.165 0.040 -0.110
H -4.59756 -0.86126 9.31137 0.088 -0.004 -0.147 -0.077
C -0.19445 -2.74415 2.85066 -0.074 -0.109 -0.102 -0.123
C 0.21453 -1.50778 3.63300 -0.232 0.124 -0.164 -0.276
C 1.22758 -1.81367 4.73742 -0.592 -0.413 0.446 -0.182
C 0.63627 -2.77814 5.72278 -0.161 -0.677 0.894 -0.220
N 0.17835 -3.52882 6.48740 0.799 1.291 -1.445 0.134
H -0.69798 -3.47882 3.48377 0.075 0.041 0.017 0.070
H -0.89328 -2.46975 2.05673 0.056 -0.031 0.000 0.062
H 0.67694 -3.22013 2.39127 -0.063 0.006 -0.001 0.071
H -0.67828 -1.04704 4.06694 0.112 -0.006 0.068 0.107
H 0.64569 -0.78094 2.94082 0.075 -0.032 0.158 0.074
H 1.50356 -0.89544 5.26060 -0.013 -0.149 0.095 0.111
H 2.13648 -2.24857 4.31403 -0.064 -0.052 0.090 0.113
C -0.56664 0.76463 -1.76690 -0.019 -0.348 -0.177 -0.133
C -0.08432 -0.58994 -2.27349 -0.168 0.256 0.043 -0.301
C 0.01204 -1.63959 -1.16306 0.562 0.381 0.330 -0.179
C 0.98608 -1.18963 -0.12004 1.303 0.379 1.482 -0.203
N 1.76033 -0.82941 0.68477 -1.870 -0.831 -2.089 0.145
H 0.12530 1.19169 -1.04251 -0.092 -0.174 -0.022 0.035
H -0.64712 1.47080 -2.59322 -0.010 -0.096 0.094 0.054
H -1.55003 0.67914 -1.29493 0.058 0.047 0.003 0.085
H 0.89215 -0.46353 -2.74930 -0.081 -0.136 0.007 0.095
H -0.77188 -0.94717 -3.04304 0.124 -0.105 0.088 0.081
H 0.34824 -2.59430 -1.57450 0.055 0.011 0.195 0.108
H -0.96368 -1.79697 -0.69646 0.115 0.030 0.092 0.115
C 1.47199 -3.65752 -5.44891 0.015 -0.062 0.035 -0.106
C 0.84613 -3.26853 -6.78399 0.031 -0.311 0.175 -0.266
C 1.10014 -1.80609 -7.15647 -0.444 0.206 0.569 -0.185
C 0.50910 -0.90659 -6.11732 -0.350 0.960 0.635 -0.186
N 0.04996 -0.20680 -5.30642 0.806 -1.249 -1.620 0.166
H 1.04570 -3.08385 -4.62222 0.039 0.039 -0.068 0.061
H 1.29089 -4.71358 -5.23815 0.054 0.062 -0.021 0.074
H 2.55314 -3.49366 -5.46030 -0.068 -0.015 0.026 0.081
H -0.23057 -3.45759 -6.73957 0.060 0.089 -0.097 0.113
H 1.25347 -3.91159 -7.56881 -0.030 0.138 -0.039 0.108
H 0.64498 -1.58100 -8.12386 0.010 0.131 0.106 0.106
H 2.17279 -1.61020 -7.23237 -0.074 0.055 0.069 0.114
C 3.44984 4.36093 -2.15644 0.054 0.035 -0.058 -0.116
C 3.06806 4.87622 -0.77278 0.175 0.095 -0.259 -0.272
C 2.15688 3.91255 -0.00915 -0.553 0.105 -0.478 -0.174
C 0.88266 3.70684 -0.76499 -1.108 -0.200 -0.362 -0.194
N -0.11054 3.54593 -1.35281 1.891 0.798 1.079 0.157
H 2.57333 4.24310 -2.79785 0.015 -0.047 0.084 0.070
H 4.12204 5.06520 -2.65182 -0.005 -0.069 0.033 0.069
H 3.95899 3.39537 -2.08837 -0.041 0.050 -0.028 0.077
H 2.57417 5.84658 -0.87930 -0.002 -0.078 0.115 0.111
H 3.97878 5.04140 -0.19064 -0.118 -0.031 0.077 0.107
H 1.92255 4.31778 0.97754 -0.118 -0.120 -0.072 0.117
H 2.64908 2.94649 0.12968 -0.135 -0.002 -0.032 0.118
C 1.68541 -1.33102 -11.64976 -0.084 0.010 0.014 -0.114
C 2.59650 -0.25690 -11.06425 -0.355 -0.059 -0.062 -0.270
C 4.08142 -0.60597 -11.18345 -0.085 -0.549 0.517 -0.185
C 4.36696 -1.87372 -10.44170 0.530 -0.967 0.506 -0.222
N 4.58911 -2.86004 -9.86208 -0.496 1.774 -1.001 0.133
H 1.78903 -2.28066 -11.11926 0.072 0.038 -0.053 0.067
H 0.63963 -1.02675 -11.56838 0.064 -0.010 -0.057 0.073
H 1.90881 -1.50113 -12.70664 -0.033 -0.021 0.068 0.077
H 2.33526 -0.10486 -10.01265 0.125 0.065 -0.057 0.102
H 2.40900 0.68778 -11.58150 0.132 -0.013 0.070 0.110
H 4.69200 0.19653 -10.76390 0.064 -0.162 0.002 0.115
H 4.36367 -0.73347 -12.23132 0.027 -0.093 0.097 0.117

# 2
76
Properties=species:S:1:pos:R:3:forces:R:3:lowdin_charge:R:1 method="wB97M-V/def2-TZVPD" total_charge=+1 gap_ha="0.205 / 0.205" mol_weight_g_mol=575.5
La 0.11950 -0.24995 2.09630 -6.810 12.378 -0.473 1.349
C -0.65020 -2.18425 2.90370 0.981 -4.534 2.052 -0.376
C 0.72910 -2.31575 2.47010 0.044 -4.748 4.046 -0.390
C 0.64820 -0.72295 4.18010 -0.384 -4.236 4.481 -0.373
C -0.70460 -1.19815 3.92870 1.048 -2.235 4.390 -0.373
C 1.52370 -1.43725 3.29880 1.845 -3.453 2.980 -0.404
C -1.79770 -3.02995 2.43990 -0.038 0.097 -0.169 -0.011
H -1.57910 -3.51155 1.48350 -0.066 0.053 0.129 0.069
H -2.71230 -2.44175 2.32610 -0.041 -0.092 -0.028 0.080
H -2.00200 -3.82735 3.16720 0.020 0.206 -0.105 0.109
C -1.92020 -0.74015 4.67160 -0.078 0.182 -0.151 0.004
H -2.83220 -0.95485 4.10840 0.047 0.037 0.104 0.088
H -1.87890 0.33925 4.84570 -0.098 -0.151 0.069 0.069
H -1.99270 -1.24765 5.64290 0.013 0.089 -0.206 0.109
C 1.02700 0.27155 5.23350 0.013 0.321 -0.397 0.015
H 1.08110 -0.19815 6.22540 -0.042 0.006 -0.288 0.114
H 0.29120 1.08075 5.27660 0.176 -0.142 0.106 0.061
H 2.00290 0.71725 5.02040 -0.072 -0.026 0.082 0.086
C 3.02150 -1.39435 3.32950 0.133 -0.025 0.042 -0.024
H 3.39980 -2.03695 4.13580 -0.005 0.135 -0.152 0.105
H 3.39510 -0.38285 3.51150 0.079 -0.080 -0.022 0.072
H 3.45110 -1.75765 2.39260 0.006 0.056 0.104 0.075
C 1.26270 -3.35705 1.53260 -0.080 0.262 -0.352 0.000
H 1.63580 -4.23405 2.08120 -0.079 0.313 -0.049 0.113
H 2.08810 -2.96295 0.93260 0.028 -0.105 -0.020 0.081
H 0.48770 -3.70415 0.84370 0.118 0.013 0.082 0.074
C -2.06050 0.75635 -5.09820 0.087 -0.344 0.103 -0.108
C -1.94750 -0.57525 -5.17030 -0.006 0.346 0.106 -0.121
C -0.94970 -1.42745 -5.90970 0.132 0.023 -0.109 -0.187
C 0.35620 -0.74715 -6.37630 -0.137 -0.041 -0.030 -0.192
C 1.15950 -0.16505 -5.23810 -0.084 0.261 0.244 -0.101
C 1.02930 1.02665 -4.64300 -0.031 -0.372 -0.129 -0.128
C 0.06530 2.15045 -4.91890 -0.107 0.034 -0.166 -0.187
C -1.19830 1.81545 -5.74190 0.134 0.048 0.013 -0.190
H -1.44420 -1.88175 -6.78280 0.085 0.089 0.175 0.118
H 0.13580 0.00485 -7.13590 0.081 -0.143 0.105 0.099
H -0.68620 -2.27045 -5.25540 -0.036 0.095 -0.086 0.108
H -0.91930 1.53965 -6.76040 -0.080 0.081 0.162 0.099
H -2.86340 1.14125 -4.46890 0.042 -0.059 -0.099 0.097
H -2.68450 -1.15385 -4.61170 0.038 0.080 -0.089 0.095
H -1.78740 2.73615 -5.82910 0.095 -0.152 0.001 0.111
H -0.25180 2.55935 -3.94920 0.021 -0.012 -0.093 0.096
H 1.72020 1.23685 -3.82560 0.019 -0.017 -0.094 0.086
H 0.60530 2.97125 -5.41700 -0.093 -0.153 0.107 0.119
H 0.96470 -1.51085 -6.87510 -0.092 0.136 0.077 0.110
H 1.92820 -0.82595 -4.83660 -0.052 0.101 -0.054 0.098
P -0.96840 -0.17745 0.10430 -7.054 -1.347 -11.455 0.685
P 1.60580 1.06965 1.01530 10.240 6.992 -5.175 0.655
C -0.16220 1.02095 -1.08910 0.200 -0.100 0.280 -0.330
C 0.72200 2.00585 -0.31730 -0.364 0.007 0.385 -0.340
H -0.92220 1.53435 -1.68820 0.016 -0.152 0.134 0.098
H 0.44750 0.42155 -1.77610 -0.147 -0.013 0.102 0.076
H 1.42590 2.53035 -0.97400 0.065 -0.128 0.218 0.101
H 0.10560 2.74295 0.20690 -0.002 -0.060 -0.125 0.071
C 2.44690 2.39825 1.96290 -0.043 0.353 -0.212 -0.209
H 3.14300 1.99135 2.70480 -0.127 0.003 -0.222 0.047
H 1.69710 3.00995 2.47390 0.117 -0.084 -0.051 0.045
H 2.98210 3.02405 1.24420 0.115 0.094 0.214 0.059
C 3.01660 0.32035 0.09150 0.085 0.239 -0.288 -0.217
H 3.43120 1.02365 -0.63950 -0.006 -0.157 0.034 0.057
H 2.67530 -0.58115 -0.42500 0.098 0.049 -0.079 0.041
H 3.80530 0.03355 0.79160 -0.137 0.027 -0.018 0.044
C -2.72520 0.37085 0.11970 -0.063 0.393 -0.070 -0.206
H -3.33870 -0.24905 0.78320 0.145 0.047 -0.176 0.053
H -3.10170 0.32885 -0.90520 -0.084 -0.153 0.060 0.056
H -2.76590 1.41165 0.45530 0.040 -0.218 0.064 0.032
C -1.08800 -1.67555 -0.96450 -0.161 0.106 -0.505 -0.228
H -0.11080 -2.16305 -1.01960 -0.070 0.010 -0.082 0.039
H -1.41590 -1.40665 -1.97500 0.066 -0.122 0.030 0.044
H -1.80700 -2.38135 -0.54070 0.076 0.104 0.017 0.044
C -1.34360 2.95315 3.94620 -0.605 0.956 0.730 -0.117
C -1.13840 2.20505 2.65760 0.585 -0.783 1.502 -0.442
O -1.59530 2.79625 1.70020 -0.195 0.159 -1.646 -0.103
H -2.43160 3.13405 4.07890 0.487 0.131 -0.204 0.091
H -0.83190 3.93695 3.88400 -0.346 -0.405 0.005 0.088
H -1.02360 2.47135 4.85960 0.294 -0.268 0.129 0.020

# 3
88
Properties=species:S:1:pos:R:3:forces:R:3:lowdin_charge:R:1 method="wB97M-V/def2-TZVPD" total_charge=0 gap_ha=0.292 mol_weight_g_mol=610.7 smiles="CCCOCC1=C(N)C(=O)c2c(O)cc(S(=O)(=O)F)cc2C1=O.COC[C@@H](C)N.COC[C@@H](C)N.COC[C@@H](C)N"
C 3.34306 0.04645 1.82068 -0.361 -0.346 -0.306 -0.077
C 2.22025 -0.05607 0.75811 0.615 0.010 0.517 -0.198
C 1.89791 1.30575 0.18474 0.595 -0.036 -0.235 -0.225
O 1.43680 2.22118 1.17013 -0.365 0.020 0.154 -0.111
C 0.07542 2.57581 0.97152 0.108 -0.010 0.018 -0.133
C -0.79211 1.34547 1.03680 -0.066 0.381 0.117 -0.072
C -1.00021 0.64066 2.15294 0.319 0.126 -0.027 -0.176
N -0.49503 0.97083 3.43735 -0.148 0.087 -0.199 0.131
C -1.82820 -0.60513 2.05701 0.468 0.089 -0.523 -0.276
O -2.55750 -0.96166 2.92885 -0.514 -0.328 0.810 0.175
C -1.67164 -1.34649 0.76531 0.000 -0.448 -0.361 0.003
C -1.70436 -2.74627 0.67947 0.202 0.318 -0.254 -0.221
O -1.93379 -3.51468 1.78282 -0.087 -0.007 -0.126 0.069
C -1.49422 -3.35011 -0.56108 -0.024 0.024 0.079 0.049
C -1.25955 -2.57342 -1.68960 0.045 0.499 0.267 -0.245
S -0.95284 -3.30469 -3.25892 -0.685 0.559 -0.388 0.641
O -0.59448 -2.29761 -4.19442 0.189 0.038 0.117 -0.250
O -1.94528 -4.26103 -3.58607 0.076 -0.326 0.245 -0.229
F 0.35246 -4.07682 -2.91687 0.401 -0.381 0.091 -0.131
C -1.23912 -1.18041 -1.63006 -0.205 -0.577 0.395 0.037
C -1.44656 -0.59510 -0.38644 -0.032 -0.208 -0.312 -0.064
C -1.38035 0.88277 -0.23561 -0.048 -0.462 0.541 -0.307
O -1.75156 1.64211 -1.08670 -0.029 0.365 -0.809 0.140
H 3.84730 1.00353 1.75020 0.021 0.191 0.200 0.075
H 4.09361 -0.72090 1.65664 0.093 -0.140 0.013 0.066
H 2.94712 -0.11245 2.81867 0.080 0.255 0.224 0.060
H 2.59605 -0.69679 -0.03463 -0.209 -0.027 -0.345 0.097
H 1.34749 -0.53621 1.19548 -0.190 -0.059 -0.095 0.092
H 1.23142 1.24415 -0.67748 -0.292 0.031 0.040 0.118
H 2.83229 1.70026 -0.21029 0.088 0.156 -0.080 0.117
H -0.21284 3.28809 1.73866 0.181 0.116 0.207 0.129
H -0.03486 3.07942 0.01173 -0.187 0.008 -0.137 0.121
H 0.47852 0.68142 3.46466 0.016 -0.079 0.219 0.092
H -0.48320 1.97702 3.55845 0.050 0.036 0.006 0.090
H -1.10528 -3.80579 2.18134 -0.036 -0.183 0.167 0.110
H -1.50401 -4.42903 -0.60974 -0.026 -0.094 -0.071 0.139
H -1.05963 -0.60722 -2.52374 -0.002 0.228 -0.012 0.125
C -3.06372 6.73851 -4.45179 0.127 0.091 -0.061 -0.107
O -2.31540 7.41603 -3.45968 -0.049 -0.067 -0.027 -0.189
C -2.69210 7.14630 -2.12396 0.033 0.121 0.181 -0.212
C -2.13751 5.83817 -1.54375 0.026 -0.118 -0.266 -0.429
C -2.83555 4.57907 -2.04947 -0.110 0.006 0.130 -0.064
N -0.69211 5.70356 -1.76615 -0.010 0.152 0.085 0.041
H -4.11133 6.62793 -4.15762 -0.008 -0.042 0.026 0.090
H -2.64055 5.75639 -4.67351 -0.097 -0.059 0.025 0.075
H -3.01783 7.33728 -5.36108 0.003 0.033 0.027 0.086
H -2.28255 7.97491 -1.53969 0.023 0.015 -0.044 0.121
H -3.78477 7.19025 -2.02122 -0.012 -0.097 -0.027 0.120
H -2.30018 5.88687 -0.46231 -0.007 0.079 0.013 0.133
H -2.50679 4.29770 -3.04956 0.026 0.068 -0.035 0.070
H -2.60478 3.74167 -1.39659 0.031 0.004 -0.042 0.044
H -3.92023 4.70745 -2.06811 0.009 0.030 -0.023 0.082
H -0.21111 6.47969 -1.31989 0.010 -0.055 0.050 0.071
H -0.51909 5.83856 -2.75881 -0.001 -0.091 -0.011 0.069
C 2.71319 1.99285 -3.19411 0.202 0.076 0.119 -0.101
O 3.52419 0.99751 -2.59051 -0.158 -0.029 -0.093 -0.206
C 3.34405 -0.31158 -3.10173 0.013 -0.189 0.145 -0.210
C 4.05999 -0.60290 -4.42734 0.033 0.247 -0.085 -0.430
C 3.38661 0.01635 -5.64831 -0.073 -0.072 -0.080 -0.067
N 5.46843 -0.19611 -4.39979 -0.057 -0.060 0.194 0.040
H 1.73038 1.60094 -3.47251 0.008 -0.031 -0.046 0.094
H 3.20717 2.41447 -4.07132 -0.137 0.007 -0.088 0.078
H 2.57560 2.79506 -2.46845 0.003 -0.038 0.035 0.085
H 3.76709 -0.97441 -2.34083 0.026 0.041 0.016 0.117
H 2.27233 -0.54686 -3.17331 -0.010 0.043 -0.094 0.117
H 4.03225 -1.68854 -4.55914 -0.013 -0.027 0.079 0.136
H 3.60574 1.07962 -5.73987 0.008 0.023 0.061 0.065
H 3.75082 -0.46273 -6.55651 0.041 0.006 0.016 0.077
H 2.30290 -0.11106 -5.61135 0.003 0.003 0.008 0.078
H 5.95292 -0.70602 -3.66655 0.027 -0.052 -0.082 0.071
H 5.50668 0.77449 -4.09969 0.013 0.022 -0.095 0.069
C 0.53715 -4.66376 4.93645 -0.076 0.104 -0.105 -0.101
O -0.61822 -5.20540 4.32101 0.169 0.130 -0.087 -0.206
C -1.20943 -6.30148 4.99520 -0.196 -0.200 -0.065 -0.203
C -2.09875 -5.92653 6.18877 0.073 0.281 0.032 -0.433
C -1.32484 -5.50838 7.43587 0.018 -0.089 0.095 -0.071
N -3.06874 -4.87856 5.85853 0.066 -0.151 -0.183 0.045
H 1.13858 -5.44138 5.41467 -0.011 -0.008 0.039 0.092
H 0.27781 -3.89625 5.66835 0.049 -0.055 0.085 0.079
H 1.13617 -4.19189 4.15633 0.001 -0.042 -0.021 0.083
H -1.83985 -6.78899 4.24768 0.011 0.048 -0.036 0.123
H -0.43690 -7.02599 5.28567 0.030 0.063 0.082 0.121
H -2.66253 -6.82856 6.44451 0.007 -0.046 -0.068 0.135
H -0.95761 -4.48518 7.36401 0.009 0.013 -0.062 0.065
H -1.97519 -5.55133 8.30882 -0.030 0.027 -0.025 0.076
H -0.47375 -6.16845 7.61658 0.003 0.008 -0.007 0.077
H -3.67677 -5.20132 5.11129 -0.062 -0.006 0.080 0.073
H -2.56502 -4.09497 5.45081 -0.025 0.056 0.093 0.070